Below is a cluster of 2 separate species, H4O2 in total in a non-equilibrium geometry, with properties calculated with ωB97M-V/def2-TZVPD.

Each line ends with the natural charge from an NBO analysis.
Cartesian coordinates (Å):
H 0.33 -1.51 -1.10  0.47
H 1.68 -1.11 -1.60  0.47
H -1.17 1.79 1.67  0.47
H -0.51 0.50 1.04  0.48
O 0.97 -0.73 -1.02  -0.94
O -1.30 1.06 1.01  -0.95

Output
E_HOMO   -11.235 eV
Kohn-Sham gap   12.001 eV
Spin multiplicity   1
SMILES   O.O

=====

Below is a structure of composition C49H51BClF4N9O3PS2Sc in a non-equilibrium geometry, with properties calculated with ωB97M-V/def2-TZVPD.

Each line ends with the Mulliken charge.
Cartesian coordinates (Å):
Sc 1.29 -1.56 0.64  -0.56
O 3.22 -0.41 4.32  -0.35
N 2.75 -1.57 3.80  -0.21
C 1.61 -2.00 4.12  -0.34
C 0.66 -1.33 5.05  -0.99
C 0.91 -1.32 6.42  -0.13
C 0.01 -0.71 7.28  -0.61
C -1.14 -0.13 6.78  -0.86
C -1.38 -0.13 5.42  -0.05
C -0.47 -0.71 4.54  -0.15
P -0.73 -0.62 2.72  2.02
C -2.24 -1.65 2.61  0.34
C -3.10 -1.52 1.53  -0.03
C -4.19 -2.35 1.39  -1.21
C -4.41 -3.37 2.31  -0.83
C -3.52 -3.54 3.36  -0.68
C -2.44 -2.69 3.51  -0.95
C -1.32 1.12 2.76  0.77
C -0.34 2.06 3.08  -1.17
C -0.65 3.40 3.14  -0.80
C -1.95 3.82 2.89  -0.80
C -2.93 2.89 2.63  -0.61
C -2.63 1.54 2.56  0.02
H 2.55 0.04 4.88  0.43
H 1.33 -2.96 3.70  0.73
H 1.80 -1.79 6.81  0.51
H 0.22 -0.70 8.35  0.42
H -1.85 0.34 7.46  0.46
H -2.28 0.34 5.04  0.48
H -2.92 -0.76 0.78  0.53
H -4.87 -2.24 0.56  0.49
H -5.25 -4.04 2.20  0.39
H -3.66 -4.35 4.06  0.44
H -1.75 -2.85 4.33  0.33
H 0.67 1.74 3.26  0.62
H 0.12 4.12 3.36  0.45
H -2.20 4.87 2.91  0.40
H -3.95 3.20 2.48  0.45
H -3.40 0.81 2.37  0.51
S 3.13 -3.23 1.26  -0.33
C 4.10 -3.07 -0.20  0.04
N 4.99 -3.98 -0.54  -0.50
N 5.12 -5.03 0.21  0.41
C 5.88 -6.11 -0.17  0.63
C 5.87 -7.27 0.61  -0.45
C 6.60 -8.37 0.21  -0.55
C 7.34 -8.33 -0.96  -0.51
C 7.35 -7.18 -1.74  -0.53
C 6.62 -6.07 -1.36  -0.36
N 4.02 -2.06 -1.05  -0.64
N 3.04 -1.21 -1.00  1.57
C 3.22 -0.15 -1.88  -0.53
C 2.17 0.75 -2.04  0.74
C 2.33 1.92 -2.76  -0.24
C 3.54 2.17 -3.40  -0.42
C 4.57 1.24 -3.31  -0.88
C 4.43 0.10 -2.56  -0.69
H 4.56 -5.08 1.07  0.14
H 5.28 -7.28 1.52  0.37
H 6.59 -9.26 0.81  0.36
H 7.91 -9.19 -1.27  0.37
H 7.91 -7.15 -2.66  0.36
H 6.61 -5.17 -1.95  0.41
H 1.24 0.54 -1.55  0.01
H 1.53 2.64 -2.77  0.21
H 3.67 3.07 -3.98  0.44
H 5.51 1.43 -3.81  0.37
H 5.24 -0.61 -2.47  0.48
S 2.38 0.71 1.53  -0.52
C 1.45 1.80 0.73  0.85
N 0.79 2.57 0.18  -0.60
O 1.22 -3.34 -1.21  -0.32
H 0.66 -3.69 -1.91  0.25
H 1.47 -4.13 -0.69  0.19
F -1.75 -4.39 0.80  -0.28
B -0.53 -4.49 1.34  0.29
F 0.07 -3.03 1.24  0.84
F 0.32 -5.23 0.57  -0.43
F -0.48 -4.79 2.65  -0.29
C -4.82 3.92 -1.92  -1.92
C -3.63 2.96 -1.74  2.37
C -2.46 3.78 -1.19  -0.84
C -4.03 1.91 -0.69  -1.31
C -3.28 2.23 -3.09  1.51
O -4.23 1.20 -3.32  -0.68
C -3.35 3.15 -4.36  -1.66
C -2.09 3.74 -5.02  -1.32
C -1.34 4.79 -4.24  0.22
C 0.01 4.62 -3.96  -0.12
C 0.72 5.57 -3.25  -0.82
C 0.07 6.72 -2.82  0.27
Cl 0.94 7.90 -1.91  -0.24
C -1.26 6.93 -3.13  -0.81
C -1.96 5.97 -3.84  0.00
C -1.91 1.52 -3.11  -2.19
N -1.65 0.47 -2.17  1.93
C -0.94 0.52 -1.04  -1.34
N -0.66 -0.72 -0.61  1.83
C -1.29 -1.49 -1.54  -1.47
N -1.88 -0.81 -2.48  -1.35
H -5.20 4.19 -0.93  0.48
H -5.64 3.47 -2.49  0.33
H -4.53 4.84 -2.41  0.45
H -2.77 4.25 -0.26  0.66
H -2.18 4.56 -1.89  -0.24
H -1.59 3.18 -0.96  -0.30
H -4.54 2.40 0.13  0.40
H -3.16 1.41 -0.28  -0.04
H -4.70 1.16 -1.12  0.56
H -5.11 1.59 -3.35  0.63
H -4.04 3.98 -4.16  0.52
H -3.81 2.53 -5.13  0.40
H -2.44 4.21 -5.94  0.56
H -1.41 2.95 -5.31  0.36
H 0.52 3.74 -4.32  0.68
H 1.76 5.42 -3.02  0.46
H -1.74 7.84 -2.82  0.44
H -3.00 6.15 -4.08  0.46
H -1.12 2.27 -3.00  0.27
H -1.84 1.04 -4.09  0.76
H -0.61 1.42 -0.56  -0.25
H -1.34 -2.56 -1.48  0.63

Output
E_HOMO (spin up / spin down)   -7.317 / -7.315 eV
Kohn-Sham gap (spin up / spin down)   6.225 / 6.224 eV
Spin multiplicity   1

=====

Below is a structure of composition CH7N3O3P in a non-equilibrium geometry, with properties calculated with ωB97M-V/def2-TZVPD.

Each line ends with the natural charge from an NBO analysis.
Cartesian coordinates (Å):
C -0.40 0.13 0.08  0.08
N -0.59 0.96 1.23  -0.88
N -1.38 0.07 -0.90  -0.86
N -0.56 -1.56 0.81  -0.91
O 2.23 0.17 0.51  -1.19
O 1.21 1.86 -1.14  -1.17
O 1.56 -0.69 -1.79  -1.01
P 1.29 0.48 -0.56  2.32
H 0.00 1.79 1.08  0.38
H 0.18 0.60 1.79  0.37
H -1.13 0.30 -1.89  0.40
H -2.32 0.22 -0.66  0.36
H 1.52 -1.53 -1.28  0.48
H -1.54 -1.35 1.08  0.31
H -0.06 -1.44 1.64  0.31

Output
Charge   -1
E_HOMO   -5.184 eV
Kohn-Sham gap   9.397 eV
Spin multiplicity   1

=====

Below is a structure of composition C11H14BN7PdS in a non-equilibrium geometry, with properties calculated with ωB97M-V/def2-TZVPD.

Each line ends with the Löwdin spin population.
Cartesian coordinates (Å):
H 1.91 -3.13 0.99  0.00
N 1.16 -1.33 -0.02  0.25
B 0.91 0.57 -1.71  0.00
N 1.60 -0.71 -1.18  0.16
C 2.65 -1.39 -1.70  0.11
Pd -0.59 -0.44 1.10  1.41
H 3.12 -1.04 -2.61  0.00
C 2.91 -2.47 -0.87  0.41
H 3.69 -3.18 -1.03  0.02
C 1.96 -2.41 0.19  0.07
H 1.41 0.98 -2.73  0.00
C -2.16 0.39 2.07  0.62
H -2.61 0.01 3.02  0.03
H -2.94 0.25 1.32  0.06
H -1.71 1.35 2.36  0.06
N 0.99 1.62 -0.57  0.03
N -0.59 0.21 -1.92  0.02
N 0.50 1.32 0.69  0.19
N -1.33 -0.33 -0.89  0.19
C 1.52 2.85 -0.56  0.01
C -1.36 0.28 -3.02  0.00
H 1.97 3.25 -1.45  0.00
H -0.94 0.65 -3.94  0.00
C 1.35 3.37 0.73  0.02
C -2.63 -0.18 -2.67  0.02
C 0.70 2.38 1.49  0.02
C -2.59 -0.55 -1.31  0.02
H 1.67 4.34 1.05  0.00
H -3.47 -0.25 -3.33  0.00
H 0.40 2.47 2.53  0.00
H -3.41 -0.94 -0.71  0.00
H 0.14 -0.97 2.69  -0.01
S -2.14 -2.83 5.20  0.18
C -1.42 -2.21 3.86  0.00
N -0.67 -1.91 2.90  0.12

Output
Charge   +2
E_HOMO (spin up / spin down)   -14.830 / -15.602 eV
Kohn-Sham gap (spin up / spin down)   8.179 / 4.197 eV
<S²>   6.04
Spin multiplicity   5

=====

Per-record energy relative to the best compared isomer or geometry (same formula, charge and spin), kcal/mol: 6.54, 15.91, 19.91, 48.11